Entry from the OMol25 dataset: C6H13NO in the gas phase at a distorted geometry (ωB97M-V with the def2-TZVPD basis set).

Positions of all 21 atoms, in Å:
C (-0.66377, 1.45916, -1.76149)
O (-1.70743, 1.13452, -2.66704)
C (0.19752, 0.16199, -1.45135)
C (1.14460, 0.43666, -0.21788)
C (0.79687, -0.39656, 1.01520)
C (-0.47559, -0.25171, 1.51143)
N (-0.81426, -0.81611, 2.72400)
C (1.71595, -1.54606, 1.23344)
H (0.07662, 1.93954, -2.47831)
H (-0.78806, 2.21239, -1.05376)
H (-2.01758, 0.13609, -2.67030)
H (0.65807, -0.26519, -2.45390)
H (-0.62537, -0.55708, -1.17068)
H (1.10463, 1.38176, 0.10346)
H (2.23887, 0.30245, -0.56835)
H (-1.28230, 0.38910, 1.05396)
H (-0.28212, -1.61208, 3.02826)
H (-1.76069, -0.93280, 2.83033)
H (2.62115, -1.25531, 1.61368)
H (1.20380, -2.38625, 1.88443)
H (1.91879, -1.89687, 0.17334)

Forces on the atoms, in the same order (eV/Å):
3.8540 -2.4112 -4.8006
-1.9173 -2.2432 0.1862
-1.5376 0.1841 0.0411
1.3284 -4.2177 -2.1729
-2.2311 0.6435 -1.3280
2.1833 0.3034 -0.4987
1.1246 0.1439 0.0110
-3.0959 -2.1576 -0.6906
-0.6840 0.2840 0.8038
-1.2060 0.5670 1.8688
1.2873 3.0886 0.6131
-0.6637 1.1624 2.1541
1.1429 0.0977 0.0475
-0.3916 3.9965 0.6100
-1.5950 -0.0859 0.7833
1.2538 -0.4560 0.5543
0.1410 -0.0547 0.0027
-2.4921 -0.5138 0.5432
2.3503 0.4907 1.2987
1.3216 1.4303 -1.3358
-0.1729 -0.2519 1.3087

calculated total energy	-366.3014	a.u.
Kohn-Sham gap	8.460	eV
SMILES	C/C(=C\N)CCCO
lowest unoccupied orbital energy	0.0334	hartree

natural (NBO) atomic charge list, values in e, 2 entries: -0.0696, -0.7375



Entry from the OMol25 dataset: 2 unconnected molecules or ions with the total composition C6H13NO at a distorted geometry (ωB97M-V with the def2-TZVPD basis set).

Positions of all 21 atoms, in Å:
C (0.95702, -0.23171, -1.37717)
C (-0.40020, -0.95170, -1.00217)
C (-1.06361, -0.75546, 0.37402)
C (-1.25899, -1.73760, 1.33188)
C (-1.33859, 1.35553, 1.80938)
C (-1.42187, 0.74881, 0.60844)
N (2.22984, -0.61143, -0.83274)
H (1.10039, -0.17924, -2.49052)
H (0.76940, 0.89289, -1.29547)
H (-0.30444, -1.94836, -1.21236)
H (-1.20938, -0.54622, -1.68926)
H (-0.54950, -2.56289, 1.35901)
H (-1.87386, -1.59226, 2.09924)
H (-1.09031, 2.35791, 1.98453)
H (-1.45101, 0.77100, 2.72547)
H (-1.55661, 1.27374, -0.36176)
H (2.55657, -1.32872, -1.50873)
H (2.04951, -0.92065, 0.23260)
H (2.00108, 1.91878, -0.47739)
H (0.60606, 1.63636, -0.16377)
O (1.24850, 2.41121, -0.11323)

Forces on the atoms, in the same order (eV/Å):
-0.9687 2.8820 -1.6974
-1.2491 2.1899 0.5373
0.0010 3.7315 -0.5731
3.5382 -0.1706 -2.7708
-0.2242 -1.9824 0.6304
0.2220 -2.8119 -1.9002
-1.6143 -1.3046 2.3103
-0.5729 -0.8874 0.7676
0.0525 -1.9435 -0.1064
0.1751 -2.7398 -0.3935
1.0183 -0.3191 0.4422
-0.5719 -0.3004 -0.2068
-2.5946 0.4616 3.0786
-0.1589 1.5591 -0.2471
0.3336 -0.0734 -0.1988
0.5127 0.0449 0.9302
0.3383 0.1260 1.7037
1.3309 0.3830 -3.3883
0.5332 0.6769 0.2461
0.9527 2.2559 0.8185
-1.0540 -1.7775 0.0176

calculated total energy	-365.9559	a.u.
Kohn-Sham gap (spin up / spin down)	8.408 / 5.120	eV
multiplicity	2
total charge	+1
lowest unoccupied orbital energy (spin up / spin down)	-0.1941 / -0.3094	hartree
<S²>	0.78

natural (NBO) atomic charge list, values in e, 2 entries: -0.2341, -0.4896



Entry from the OMol25 dataset: a gas-phase ion, C6H13NO (charge +1) at a distorted geometry (ωB97M-V with the def2-TZVPD basis set).

Positions of all 21 atoms, in Å:
O (-0.30999, -1.19569, 1.78040)
C (-0.20639, -1.87638, 0.53503)
C (0.31771, -1.06617, -0.68291)
C (0.91496, 0.33726, -0.37460)
C (1.67557, 0.50461, 0.83857)
C (-0.13793, 1.47820, -0.56935)
C (-1.40604, 1.38748, 0.27308)
N (-0.53698, -0.90637, -1.86420)
H (-1.24819, -2.13470, 0.31125)
H (0.32066, -2.82318, 0.64781)
H (1.65297, 0.59919, -1.16016)
H (0.39621, -0.52125, 1.79843)
H (1.80794, 1.50426, 1.24825)
H (2.54649, -0.13693, 0.99524)
H (0.33889, 2.44875, -0.41723)
H (-0.42448, 1.40286, -1.61657)
H (-1.23843, 1.42890, 1.35165)
H (-1.89532, 0.42427, 0.13427)
H (-2.10321, 2.17285, -0.01258)
H (0.94030, -1.58697, -1.43949)
H (-1.40473, -1.44099, -1.77691)

Forces on the atoms, in the same order (eV/Å):
0.7946 0.2896 -0.9058
-0.8060 -0.2170 0.0611
-0.5237 -0.0440 -2.3731
-2.3457 0.8797 1.9373
1.9752 0.4372 -2.9098
-0.0284 -0.0695 -0.1620
0.0681 -0.5920 0.2333
-0.7859 0.8602 0.8405
0.1392 0.0137 -0.1761
0.3575 0.1364 0.0482
0.7715 -0.3163 0.0956
-0.1387 -0.1025 0.7149
-0.6889 -0.0832 0.6196
-0.5407 -0.5735 0.7416
0.1717 -0.0720 -0.0359
-0.0004 0.2352 -0.0657
0.2084 0.3031 -0.0168
-0.1855 0.0092 -0.2196
0.0630 -0.0126 0.0171
1.3838 -0.8371 1.5060
0.1107 -0.2446 0.0497

calculated total energy	-365.9188	a.u.
Kohn-Sham gap (spin up / spin down)	5.933 / 6.390	eV
multiplicity	2
total charge	+1
lowest unoccupied orbital energy (spin up / spin down)	-0.2981 / -0.2990	hartree
<S²>	0.75

natural (NBO) atomic charge list, values in e, 2 entries: -0.5981, -0.1032



Entry from the OMol25 dataset: 2 unconnected molecules or ions with the total composition C6H13NO2 at a distorted geometry (ωB97M-V with the def2-TZVPD basis set).

Positions of all 22 atoms, in Å:
C (-0.45790, -0.95958, 0.96638)
C (0.88392, -1.65357, 0.72899)
C (2.10272, -0.85025, 1.12726)
C (2.14746, 0.46973, 1.17787)
C (-0.86041, 0.27668, 0.18045)
N (-0.97376, 0.22395, -1.17274)
C (-0.47534, -0.83479, -2.04059)
O (-1.26356, 1.26649, 0.77498)
H (-1.25900, -1.67048, 0.71549)
H (-0.54421, -0.70549, 2.01544)
H (0.90551, -2.58336, 1.28489)
H (1.02441, -1.87998, -0.31975)
H (3.00340, -1.45260, 1.24299)
H (1.24247, 1.06043, 1.22896)
H (3.02509, 1.10263, 1.26815)
H (-1.14698, 1.11579, -1.61097)
H (-0.74529, -1.79903, -1.61446)
H (0.61419, -0.78702, -2.13898)
H (-0.91822, -0.74807, -3.02722)
H (-2.70672, 3.03539, -0.52873)
H (-1.54695, 3.63728, 0.27647)
O (-2.05083, 3.73585, -0.53485)

Forces on the atoms, in the same order (eV/Å):
-0.1688 -0.4892 -0.5704
0.2867 0.8116 0.5285
0.1799 -0.2289 -0.4812
-0.2173 0.7166 0.4973
-0.5297 0.2419 0.2468
0.4202 -0.3156 -0.4606
0.2310 0.1391 0.4795
0.2539 0.1184 0.1955
0.1080 -0.0676 0.2511
-0.1441 0.1413 0.1065
-0.1766 -0.3141 0.0121
0.0045 -0.3502 -0.1754
0.0526 0.2132 -0.2079
-0.2271 -0.0612 -0.4216
0.2562 -0.5651 0.2358
-0.1007 0.1019 0.1843
-0.0277 -0.0757 -0.1611
-0.0766 -0.0715 -0.1310
-0.1184 0.0473 -0.0102
0.1226 -0.1292 0.3047
-0.0739 -0.3846 0.0502
-0.0545 0.5214 -0.4730

calculated total energy	-441.6342	a.u.
Kohn-Sham gap	10.439	eV
SMILES	C=CCCC(=O)NC.O
lowest unoccupied orbital energy	0.0268	hartree

natural (NBO) atomic charge list, values in e, 2 entries: -0.5085, -0.4349



Entry from the OMol25 dataset: 3 unconnected molecules or ions with the total composition C6H13NO2 (ωB97M-V with the def2-TZVPD basis set).

Positions of all 22 atoms, in Å:
C (1.59523, -0.68732, 0.06847)
C (2.91080, -0.04871, -0.16795)
N (1.02310, -0.70673, 1.23501)
O (0.62661, 1.50741, 0.68263)
O (0.20579, 2.88033, 0.76380)
H (1.04374, 3.35764, 0.82478)
H (1.14137, -1.25478, -0.73987)
H (0.12613, -1.18216, 1.27474)
H (0.92166, 0.34074, 1.63647)
H (3.19167, 0.59671, 0.66058)
H (2.88131, 0.53900, -1.08495)
H (3.67094, -0.82997, -0.29565)
C (-1.86671, -0.50299, -1.21742)
C (-2.05190, -0.38086, 0.22111)
C (-1.15791, 0.37319, -1.93555)
C (-2.68815, -1.28436, 0.97472)
H (-2.33229, -1.35814, -1.70247)
H (-1.60701, 0.50186, 0.67316)
H (-1.04826, 0.26463, -3.00737)
H (-3.11204, -2.18684, 0.54762)
H (-0.66735, 1.21146, -1.45414)
H (-2.80672, -1.15011, 2.04228)

Forces on the atoms, in the same order (eV/Å):
-0.1174 -0.0962 0.5204
-0.0314 0.1875 0.0134
-0.0993 0.5006 -0.3328
0.0312 -0.1904 0.1927
0.1214 -0.1635 0.1039
-0.0782 -0.0917 0.0197
0.0547 -0.1403 0.0539
0.0217 -0.0487 -0.1646
0.2802 0.1211 -0.4074
-0.0499 -0.0381 0.0010
-0.0080 -0.0481 0.0044
-0.1261 0.0025 0.0003
0.1729 0.0491 -0.4011
-0.1059 -0.1301 0.3969
-0.1340 -0.1718 0.1515
0.1816 0.1246 -0.1466
-0.0184 0.0373 -0.0077
-0.0423 0.0339 0.0068
-0.0164 -0.0376 0.0072
-0.0268 0.0378 -0.0493
-0.0200 0.0265 0.0465
0.0103 0.0357 -0.0090

calculated total energy	-441.4320	a.u.
Kohn-Sham gap (spin up / spin down)	8.026 / 8.027	eV
lowest unoccupied orbital energy (spin up / spin down)	0.0079 / 0.0079	hartree

natural (NBO) atomic charge list, values in e, 2 entries: 0.3123, -0.6846



Entry from the OMol25 dataset: 2 unconnected molecules or ions with the total composition C6H13NO2S at a distorted geometry (ωB97M-V with the def2-TZVPD basis set).

Positions of all 23 atoms, in Å:
C (0.09371, -0.16606, -1.67925)
C (-0.31103, -1.59531, -1.61720)
C (0.26265, -1.00335, -0.40747)
C (1.39760, 0.27933, -2.33804)
C (-1.79688, -2.05594, -1.68072)
C (0.74904, -1.10279, 0.83321)
N (-0.26165, 2.97878, 3.57572)
O (1.39261, 1.33993, 2.65160)
O (-0.96842, 1.16052, 1.94332)
S (0.07698, 1.27172, 3.21949)
H (-0.80358, 0.52754, -1.50431)
H (0.35707, -2.29838, -2.15863)
H (2.22219, -0.47644, -2.28692)
H (1.89944, 1.32301, -2.14458)
H (1.25673, 0.34459, -3.46557)
H (-2.20000, -1.51007, -0.70799)
H (-2.05939, -3.09850, -1.95196)
H (-2.33132, -1.34430, -2.47826)
H (-0.47537, 1.05671, 1.20705)
H (0.57841, -1.99742, 1.41106)
H (1.06850, -0.28452, 1.43645)
H (-0.68528, 3.14896, 4.55019)
H (0.53801, 3.50201, 3.59280)

Forces on the atoms, in the same order (eV/Å):
-0.1357 1.5734 2.5658
0.0570 -2.8444 -0.8173
0.5887 0.4292 -0.0672
1.0483 1.1920 -2.5680
-1.1898 4.5310 -0.0113
-1.4490 -0.4294 -1.0626
-3.4630 -2.2820 2.1684
1.4012 -0.1393 -0.3854
-2.3089 0.5713 4.9779
-2.0588 2.4190 0.3128
1.5240 -0.5889 -0.8743
-0.2351 0.5531 0.3213
-0.8559 0.4507 0.5651
-1.4073 -1.9521 0.4611
-0.1405 -0.0627 1.0733
0.0565 -2.1875 -1.6126
0.4014 0.6863 0.8917
1.1166 -1.7258 1.2212
2.6858 -0.5819 -4.2766
0.1499 -0.4947 -0.1192
0.7128 0.3734 -0.3415
0.5223 -0.8279 -1.9845
2.9793 1.3371 -0.4379

calculated total energy	-839.6787	a.u.
Kohn-Sham gap	10.185	eV
lowest unoccupied orbital energy	0.0262	hartree

natural (NBO) atomic charge list, values in e, 2 entries: -0.2718, -0.2673